[1]
# C34H69BF9N8O11

A 9-piece molecular cluster, C34H69BF9N8O11 overall (the ωB97M-V functional and the def2-TZVPD basis, the OMol25 dataset).

Structure (XYZ):
```
132
C34H69BF9N8O11 | the OMol25 dataset | the ωB97M-V functional and the def2-TZVPD basis
O 4.61594 -1.94329 -2.68876
C 4.45296 -1.64815 -4.06438
C 4.99823 -0.25465 -4.41466
C 3.94582 0.89040 -4.35292
C 2.81570 0.60704 -3.35514
C 2.08823 1.85218 -2.84006
O 2.89571 2.98875 -2.67429
B 1.86230 3.96173 -2.25358
O 0.86283 3.78886 -3.36429
C 0.87227 2.41026 -3.66507
C -0.55708 1.83874 -3.28716
F -1.34857 2.86429 -3.00347
F -0.43934 1.09036 -2.17752
C -1.08453 1.02831 -4.50876
F -1.10179 1.87435 -5.54438
F -0.19781 0.09038 -4.79000
C -2.52853 0.45342 -4.43662
F -2.65529 -0.38534 -5.47789
F -3.43873 1.37779 -4.62069
C -2.84158 -0.38690 -3.17677
F -3.91455 -1.12819 -3.45371
F -3.16678 0.34223 -2.16323
F -1.87385 -1.20285 -2.90562
H 3.72627 -2.00614 -2.31822
H 3.41405 -1.77922 -4.36721
H 5.01718 -2.38605 -4.64694
H 5.43911 -0.32900 -5.41140
H 5.82499 -0.05733 -3.73113
H 4.45379 1.80495 -4.05286
H 3.58254 1.02328 -5.37470
H 2.11535 -0.09887 -3.80725
H 3.27680 0.12412 -2.49558
H 1.85637 1.60214 -1.79671
H 1.23226 3.61961 -1.23948
H 2.27211 5.07597 -2.01132
H 1.12833 2.42463 -4.72883
C 1.66190 -1.65629 -0.75827
O 1.61277 -2.63117 -1.50062
N 1.78596 -1.69382 0.57202
C 1.83482 -0.47643 1.36512
C 1.87654 -2.96828 1.25122
H 1.60402 -0.62791 -1.15028
H 2.78030 -0.43270 1.91367
H 1.00185 -0.47190 2.07498
H 1.75762 0.39702 0.71933
H 2.74571 -3.51456 0.87928
H 0.98146 -3.56125 1.04488
H 1.97064 -2.80716 2.32133
C 3.84162 -3.76743 3.85451
O 3.54803 -2.75483 4.47020
N 4.36714 -4.88084 4.39063
C 4.68673 -6.04262 3.58605
C 4.61561 -4.91806 5.81822
H 3.69556 -3.84665 2.77077
H 4.10933 -6.89437 3.93950
H 5.75452 -6.26514 3.67329
H 4.44410 -5.86112 2.54243
H 3.68054 -4.75859 6.35842
H 5.30979 -4.12151 6.09247
H 5.03719 -5.88119 6.09648
C 4.38851 1.35559 3.33226
O 4.36085 0.34791 2.64667
N 4.48320 1.36462 4.67750
C 4.50921 2.59550 5.44344
C 4.56207 0.08830 5.37777
H 4.33663 2.35873 2.88549
H 5.44102 2.65164 6.01178
H 3.66175 2.60530 6.13540
H 4.44490 3.45641 4.78433
H 5.43652 -0.46253 5.02890
H 3.67760 -0.50767 5.16345
H 4.63967 0.25657 6.45060
C -3.41274 6.33237 -3.07994
O -3.79583 7.31024 -2.45631
N -3.85889 5.98175 -4.30061
C -3.37145 4.80537 -4.99557
C -4.86399 6.81049 -4.94291
H -2.65188 5.64201 -2.67974
H -2.92035 5.10858 -5.94291
H -4.21193 4.13566 -5.19360
H -2.63095 4.26844 -4.41229
H -4.47527 7.82491 -5.06022
H -5.75453 6.85134 -4.31454
H -5.12442 6.40393 -5.91517
C 5.15726 5.50019 2.59995
O 5.45110 4.34276 2.84920
N 3.91396 5.93912 2.34249
C 3.63097 7.33023 2.05028
C 2.81559 4.98337 2.35195
H 5.91626 6.30039 2.56076
H 2.93219 7.72655 2.79047
H 3.18491 7.41281 1.05765
H 4.54665 7.91797 2.07725
H 2.74655 4.51284 3.33452
H 2.99842 4.20640 1.60886
H 1.88115 5.48873 2.12389
C -8.15239 6.28264 -7.06291
O -7.01018 6.00039 -6.75781
N -9.19271 6.30700 -6.20619
C -10.53413 6.65147 -6.62946
C -8.95305 5.97500 -4.81042
H -8.43547 6.54928 -8.09669
H -10.88033 7.52923 -6.07913
H -11.20962 5.81648 -6.43006
H -10.55114 6.87306 -7.69483
H -8.22332 6.66633 -4.38824
H -8.54944 4.96441 -4.73721
H -9.88213 6.03838 -4.24900
C 0.75129 -6.29679 2.97761
O 1.84125 -6.60179 3.43300
N -0.37261 -6.15587 3.69975
C -1.64059 -5.78800 3.09813
C -0.31505 -6.37900 5.13363
H 0.60162 -6.10435 1.90187
H -1.99604 -4.85545 3.53893
H -2.37264 -6.57459 3.28847
H -1.53109 -5.65333 2.02361
H 0.39804 -5.68698 5.58438
H 0.02226 -7.39783 5.33349
H -1.29932 -6.22681 5.57147
C -4.93912 -7.80724 4.62317
O -4.52548 -6.79520 5.15554
N -4.76739 -9.05582 5.10195
C -5.28581 -10.22393 4.41810
C -4.03669 -9.22982 6.34585
H -5.50472 -7.78123 3.67533
H -5.98401 -10.75306 5.07030
H -4.46355 -10.89373 4.15771
H -5.80513 -9.93163 3.50771
H -4.54001 -8.68662 7.14663
H -3.02858 -8.82675 6.23951
H -3.98191 -10.28564 6.59975
```

The value obtained for the electronic energy is -3526.3361 Ha. As for the LUMO energy: 1.48 eV. The gap between HOMO and LUMO comes out at 5.8685 eV. The net charge is -1.

Results of the Löwdin charge analysis, in e, for atoms 1 through 6: -0.0761, -0.2839, -0.1749, -0.1702, -0.1362, -0.3241

[2]
# C34H69F30N6P6

A 9-piece molecular cluster, C34H69F30N6P6 overall (the ωB97M-V functional and the def2-TZVPD basis, the OMol25 dataset).

Structure (XYZ):
```
145
C34H69F30N6P6 | the OMol25 dataset | the ωB97M-V functional and the def2-TZVPD basis
C -1.89569 15.18443 -20.75796
C -0.53992 15.55774 -20.17804
N 0.21833 16.51621 -21.06256
C 0.72960 16.27006 -22.32065
C 1.58559 17.29770 -22.57830
N 1.50484 18.22249 -21.56793
C 0.71432 17.71054 -20.53269
C 2.25214 19.48331 -21.50914
H -2.31585 14.25979 -20.36223
H -1.86930 15.11547 -21.84546
H -2.55979 16.03312 -20.59428
H -0.00801 14.61910 -20.02272
H -0.58396 15.93917 -19.15791
H 0.48196 15.45956 -22.99009
H 2.18928 17.43840 -23.46270
H 0.62220 18.09271 -19.52678
H 1.58231 20.33894 -21.42350
H 2.92892 19.52004 -22.36278
H 2.85273 19.36278 -20.60755
C -2.96430 23.57436 -25.84521
C -1.82508 22.67303 -25.22316
N -2.11964 21.25766 -24.98670
C -2.59744 20.36873 -25.85135
C -2.47515 19.08443 -25.35743
N -2.02814 19.19618 -24.12610
C -1.64550 20.50694 -23.92177
C -1.85848 18.08536 -23.17635
H -2.64144 24.60566 -25.70285
H -3.96055 23.33964 -25.47038
H -2.93120 23.48332 -26.93089
H -1.59994 23.16649 -24.27769
H -0.86552 22.64627 -25.73953
H -2.94312 20.64643 -26.83613
H -2.61908 18.11246 -25.80570
H -1.30501 20.94166 -22.99361
H -1.42237 17.20129 -23.64145
H -2.87008 17.86748 -22.83386
H -1.24628 18.41398 -22.33652
C -4.69542 17.08336 -12.29966
C -5.28729 16.77694 -13.59425
N -4.35809 17.00846 -14.72897
C -4.69095 16.93048 -16.07860
C -3.52746 16.95645 -16.74798
N -2.44580 17.29085 -15.85784
C -2.97633 17.22865 -14.64632
C -1.02745 17.21466 -16.21440
H -4.90894 18.10832 -11.99639
H -3.72862 16.62812 -12.08483
H -5.33699 16.52950 -11.61430
H -6.12756 17.44112 -13.79656
H -5.62689 15.74311 -13.65726
H -5.70557 16.84292 -16.43816
H -3.33453 16.74895 -17.79015
H -2.46651 17.26809 -13.69504
H -0.69087 16.26093 -16.62087
H -0.34852 17.54070 -15.42646
H -0.88808 17.93555 -17.02001
C 8.33180 24.98224 -26.83813
C 7.83178 23.88857 -25.82657
C 7.83419 24.25120 -24.25287
C 6.68373 25.14496 -23.87990
P 6.83514 25.81912 -22.16803
C 6.23406 24.74469 -20.87006
C 6.98106 23.45992 -20.52926
C 6.50679 22.24954 -21.32419
C 5.39635 21.51866 -20.54091
C 8.62222 25.99296 -21.67120
C 9.34523 27.24933 -22.27701
C 9.39505 27.32541 -23.79337
C 10.64587 26.65637 -24.53354
C 5.93853 27.29806 -22.06296
C 4.47476 27.25872 -22.70499
C 3.49341 28.31276 -22.24470
C 4.21856 29.66437 -21.99263
H 7.91692 25.91417 -26.45411
H 7.88894 24.91665 -27.83195
H 9.39550 24.74473 -26.85287
H 8.39402 22.97699 -26.02908
H 6.79001 23.68043 -26.07052
H 8.85104 24.58076 -24.03954
H 7.83092 23.28228 -23.75360
H 5.78331 24.53165 -23.91446
H 6.54444 26.04189 -24.48341
H 5.16371 24.57346 -20.98469
H 6.46802 25.29130 -19.95651
H 6.79824 23.13827 -19.50397
H 8.06847 23.43300 -20.59937
H 7.32981 21.56875 -21.54161
H 6.06303 22.49694 -22.28854
H 4.72460 22.30400 -20.19437
H 5.73908 20.78190 -19.81440
H 4.94106 20.94909 -21.35109
H 9.16760 25.11437 -22.01576
H 8.62372 26.01914 -20.58151
H 10.30582 27.34293 -21.77045
H 8.74714 28.10556 -21.96516
H 9.43751 28.41054 -23.88703
H 8.39001 27.04949 -24.11253
H 10.29254 26.24273 -25.47808
H 11.20387 25.94696 -23.92240
H 11.28886 27.48561 -24.82854
H 6.61633 28.04173 -22.48204
H 5.76336 27.58486 -21.02606
H 4.04846 26.25559 -22.71454
H 4.55398 27.43577 -23.77760
H 2.96796 28.01330 -21.33788
H 2.80219 28.34391 -23.08692
H 4.53679 30.20870 -22.88175
H 5.04113 29.52443 -21.29128
H 3.46180 30.22855 -21.44755
P 6.29524 18.05739 -23.44614
F 7.69986 17.78564 -22.67699
F 6.85073 17.61637 -24.90848
F 5.98339 16.52044 -23.07810
F 4.87490 18.20479 -24.21450
F 5.60147 18.62960 -22.00399
F 6.57066 19.65413 -23.72889
P 1.88288 24.02257 -22.18786
F 0.43140 23.95241 -21.41226
F 1.63511 22.47168 -22.75668
F 1.10398 24.50025 -23.54348
F 3.36023 24.06770 -22.86711
F 2.26196 25.56572 -21.70169
F 2.57486 23.36029 -20.84186
P 3.76342 19.14818 -17.46484
F 4.33842 18.83722 -18.94900
F 2.58181 18.11091 -17.61021
F 4.51670 17.97027 -16.59882
F 3.03890 19.67962 -16.01020
F 5.05788 20.04282 -17.24073
F 2.90299 20.34645 -18.04713
P -2.78568 19.85046 -19.35841
F -3.67923 19.43641 -20.71847
F -1.60448 20.49520 -20.29302
F -3.49514 21.27554 -19.48408
F -2.01210 20.37070 -18.02412
F -4.03418 19.29951 -18.46242
F -2.10578 18.38411 -19.47911
P 0.49897 16.30653 -26.85210
F 1.37480 16.63838 -28.27436
F -0.28342 15.23863 -27.70207
F 1.46812 15.10492 -26.33908
F -0.27692 16.10557 -25.44057
F 1.37103 17.50111 -26.03676
F -0.72792 17.34239 -27.34597
```

As for the expectation value of S²: 0.7639. The value obtained for the electronic energy is -6710.3001 Ha. As for the LUMO energy (spin up / spin down): -3.32 / -7.33 eV. The gap between HOMO and LUMO (spin up / spin down) comes out at 6.2705 / 2.2631 eV. As for the multiplicity: 2. The net charge is 0.

Results of the Löwdin charge analysis, in e, for atoms 1 through 6: -0.0713, -0.1539, -0.0434, -0.0368, 0.0032, -0.0551

[3]
# C34H69F6N7O14P

A 12-piece molecular cluster, C34H69F6N7O14P overall (the ωB97M-V functional and the def2-TZVPD basis, the OMol25 dataset).

Structure (XYZ):
```
131
C34H69F6N7O14P | the OMol25 dataset | the ωB97M-V functional and the def2-TZVPD basis
P 0.99446 -0.29331 -1.15637
F 1.03706 1.06599 -2.04715
F 2.14036 -0.96128 -2.10163
F 2.25220 0.30718 -0.30816
F 1.04236 -1.66684 -0.28877
F -0.07720 0.29400 -0.08601
F -0.25386 -0.79199 -2.01584
O 6.74246 -1.07886 0.40089
C 5.61709 -0.83757 -0.01028
N 4.52616 -1.23399 0.69273
C 5.38155 -0.12432 -1.31551
H 4.77720 -1.80404 1.48372
H 3.56853 -1.07212 0.42718
H 5.37259 -0.82753 -2.14808
H 6.06002 0.70790 -1.47173
H 4.36141 0.26709 -1.30056
O -2.09971 2.92463 -4.84205
C -1.43116 1.98070 -5.24896
N -0.95840 1.97352 -6.51502
C -1.15110 0.78546 -4.36960
H -1.19948 2.67633 -7.19123
H -0.43212 1.20222 -6.88883
H -1.85952 -0.00151 -4.62185
H -1.25811 1.08248 -3.33887
H -0.11214 0.51438 -4.56104
O -1.07175 4.22985 0.46109
C -1.37579 4.02125 -0.71025
N -0.79714 3.00210 -1.38117
C -2.24190 4.96766 -1.49739
H -0.13191 2.33592 -1.00202
H -1.05910 2.81983 -2.33603
H -2.36677 4.65880 -2.53752
H -1.78926 5.95564 -1.52604
H -3.22389 4.97630 -1.02495
O 3.50720 4.16723 -5.45290
C 3.11477 3.43238 -4.55747
N 1.80843 3.37465 -4.21261
C 4.06965 2.61121 -3.73388
H 1.57102 2.96026 -3.32690
H 1.15951 3.91902 -4.75439
H 3.72273 2.46839 -2.70273
H 4.97362 3.18342 -3.53789
H 4.17345 1.61960 -4.16804
O 0.12334 -4.60392 -6.18971
C 0.07528 -4.17481 -5.04594
N -0.17484 -4.97278 -3.98516
C 0.31927 -2.70921 -4.74535
H -0.34415 -4.60958 -3.05918
H -0.39397 -5.91534 -4.26297
H 1.13118 -2.42338 -5.42090
H 0.71966 -2.51847 -3.74808
H -0.50886 -2.02835 -4.92161
O -1.22908 -3.94196 -1.43006
C -1.83689 -3.75170 -0.38864
N -1.50978 -2.79826 0.50318
C -2.96573 -4.69815 0.02349
H -0.79570 -2.12864 0.24924
H -1.82067 -2.83056 1.45880
H -3.77062 -4.16472 0.52636
H -2.52344 -5.43520 0.69288
H -3.30284 -5.14598 -0.90629
C -3.27910 2.72805 5.35172
C -3.80059 1.31569 5.18819
N -2.66764 0.37529 5.01975
C -2.37597 0.08371 3.63460
C -1.97935 1.30651 2.79835
C -2.88979 -0.85331 5.76442
C -1.68716 -1.78321 5.86548
H -2.67894 2.87991 6.24373
H -4.11834 3.43815 5.36678
H -2.73836 3.06271 4.46878
H -4.32664 1.02017 6.09709
H -4.49682 1.15918 4.35373
H -1.59659 -0.65613 3.48691
H -3.29219 -0.32880 3.16551
H -2.87226 1.91283 2.64093
H -1.14472 1.81618 3.27227
H -1.70413 0.97736 1.79706
H -3.72880 -1.42284 5.31783
H -3.20840 -0.64508 6.78856
H -0.79272 -1.25826 6.20294
H -1.41873 -2.25918 4.92089
H -2.00571 -2.65730 6.43826
O -7.03072 1.61013 0.56022
C -5.97919 1.35102 0.04611
O -4.97925 0.78101 0.75093
C -3.85589 0.48145 -0.09447
C -4.36609 0.65327 -1.52061
C -5.53538 1.60343 -1.39331
H -3.52143 -0.54624 0.04425
H -3.00435 1.12250 0.12681
H -4.63811 -0.30335 -1.97411
H -3.56975 0.99481 -2.18154
H -6.41052 1.45021 -2.01535
H -5.19434 2.64154 -1.37815
O 1.39598 -6.27152 -1.03874
C 2.05248 -5.51511 -1.69768
O 2.71908 -5.92744 -2.79575
C 3.62548 -4.89976 -3.26891
C 3.72410 -3.87907 -2.14257
C 2.36581 -4.05891 -1.44727
H 3.22438 -4.48481 -4.19332
H 4.54981 -5.45456 -3.41611
H 3.77850 -2.83525 -2.44432
H 4.51691 -4.13049 -1.43819
H 1.61862 -3.43777 -1.94835
H 2.24742 -3.78044 -0.40485
O 1.54512 4.19682 5.09740
C 1.81977 3.88913 3.97127
O 1.19929 2.87132 3.34449
C 1.47143 2.85221 1.92473
C 2.22687 4.14093 1.62937
C 2.67092 4.68703 2.98703
H 0.52074 2.87991 1.39657
H 2.04372 1.94984 1.71250
H 1.56177 4.85403 1.14412
H 3.08226 3.99397 0.96920
H 2.33404 5.71207 3.14516
H 3.72442 4.68038 3.25864
O -0.17847 -3.13175 3.44956
C 0.72475 -2.38184 3.69585
O 1.60226 -2.61904 4.70757
C 2.25445 -1.39234 5.07199
C 1.81609 -0.31371 4.06147
C 1.12254 -1.12348 2.97697
H 3.33793 -1.49711 5.00047
H 1.99305 -1.15048 6.10102
H 2.70956 0.18928 3.69148
H 1.18915 0.46577 4.49123
H 1.78607 -1.41628 2.16219
H 0.23602 -0.65401 2.56530
```

The value obtained for the electronic energy is -3714.6771 Ha. As for the LUMO energy: 1.98 eV. The gap between HOMO and LUMO comes out at 8.5039 eV. The net charge is -1.

Results of the Löwdin charge analysis, in e, for atoms 1 through 6: 0.2022, -0.1677, -0.1536, -0.1777, -0.1649, -0.1526

| no. | F_max (eV Å⁻¹) |
| --- | --- |
| 1 | 2.91 |
| 2 | 4.74 |
| 3 | 1.74 |